{
  "formula": "C22H35N4O",
  "method": "the ωB97M-V functional and the def2-TZVPD basis",
  "species": ["C", "C", "C", "O", "C", "C", "N", "C", "C", "C", "C", "C", "C", "C", "N", "H", "H", "H", "H", "H", "H", "H", "H", "H", "H", "H", "H", "H", "H", "H", "H", "H", "H", "H", "H", "H", "H", "H", "H", "H", "N", "C", "C", "C", "C", "C", "H", "H", "H", "H", "H", "N", "C", "C", "C", "C", "C", "H", "H", "H", "H", "H"],
  "xyz": [[1.058, -1.131, -1.267], [0.086, -1.161, 0.052], [-1.363, -0.416, -0.129], [-1.858, -0.363, -1.526], [-3.213, 0.214, -1.596], [-4.329, -0.422, -2.616], [-4.913, 0.552, -3.432], [-4.244, 1.874, -3.098], [-3.374, 1.867, -1.669], [-2.062, 2.766, -2.104], [-1.389, 3.571, -0.842], [0.209, 3.953, -1.074], [1.137, 2.677, -1.534], [1.910, 3.023, -2.973], [1.220, 2.384, -4.178], [0.504, -1.202, -2.296], [1.748, -2.103, -1.192], [1.777, -0.215, -1.152], [-0.052, -2.282, 0.428], [0.656, -0.575, 0.922], [-2.115, -0.978, 0.608], [-1.242, 0.724, 0.205], [-3.689, -0.007, -0.544], [-4.546, -1.579, -2.576], [-5.676, 0.396, -4.147], [-3.353, 1.883, -3.892], [-4.835, 2.876, -3.239], [-4.129, 2.352, -0.887], [-2.452, 3.600, -2.863], [-1.322, 2.099, -2.718], [-1.957, 4.617, -0.770], [-1.583, 3.047, 0.204], [0.209, 4.820, -1.884], [0.617, 4.381, -0.063], [0.522, 1.668, -1.637], [1.992, 2.565, -0.740], [1.973, 4.199, -3.111], [2.995, 2.561, -2.936], [1.892, 2.341, -4.995], [0.871, 1.418, -3.946], [3.336, -0.424, 1.726], [3.355, -1.443, 2.613], [4.182, -1.482, 3.724], [5.048, -0.415, 3.938], [5.054, 0.648, 3.040], [4.187, 0.599, 1.960], [2.664, -2.253, 2.401], [4.153, -2.324, 4.405], [5.713, -0.411, 4.797], [5.717, 1.495, 3.178], [4.151, 1.406, 1.234], [0.451, -3.612, 2.684], [-0.233, -4.579, 2.033], [-1.042, -5.509, 2.665], [-1.157, -5.449, 4.050], [-0.463, -4.466, 4.749], [0.319, -3.578, 4.028], [-0.109, -4.586, 0.954], [-1.571, -6.262, 2.091], [-1.781, -6.162, 4.580], [-0.531, -4.393, 5.828], [0.877, -2.791, 4.528]],
  "atomic_forces_ev_per_a": [[0.7, -0.9, 0.8], [0.2, 0.0, 0.0], [0.7, 0.7, 1.7], [-2.2, 0.3, 0.0], [-0.7, 0.4, 3.0], [0.0, 2.2, -1.6], [2.1, -3.2, 4.2], [2.7, 2.1, -1.5], [-1.6, -0.3, -3.2], [-0.5, 0.6, 0.4], [-0.1, 0.9, 0.1], [-0.9, -0.2, 0.1], [0.6, 0.9, -0.7], [0.6, -0.8, 0.4], [0.5, 0.0, 0.5], [1.0, 0.4, 2.1], [-1.4, 2.2, -0.2], [-1.5, -1.7, -0.6], [0.1, 2.6, -0.9], [-1.3, -1.4, -1.9], [1.3, 1.3, -1.8], [-0.4, -2.5, -0.5], [0.5, 0.0, -1.9], [0.2, 2.6, -0.6], [1.2, 0.1, 1.2], [-2.1, 0.3, 1.3], [0.6, -2.4, 0.2], [2.2, -1.3, -1.2], [0.8, -1.8, 1.6], [-1.3, 1.2, 1.4], [1.1, -2.3, -0.1], [0.6, 0.8, -2.3], [0.2, -1.9, 1.7], [-0.8, -0.7, -2.0], [1.3, 2.1, 0.3], [-1.8, -0.1, -1.5], [-0.1, -2.6, 0.2], [-1.9, 1.2, 0.3], [-1.2, -0.1, 1.5], [0.9, 1.4, -0.3], [0.6, 0.1, 0.8], [-0.1, 0.5, -0.7], [0.2, 0.3, 0.0], [0.0, 0.0, 0.0], [0.0, -0.2, 0.1], [-0.6, -0.6, -0.2], [0.0, 0.0, 0.0], [0.0, 0.1, -0.1], [-0.1, 0.0, -0.1], [-0.1, -0.1, 0.0], [0.1, 0.0, 0.1], [-0.6, -0.7, 0.5], [0.5, 0.7, 0.4], [0.0, 0.1, 0.2], [0.0, 0.0, 0.0], [-0.1, -0.2, -0.2], [0.2, 0.1, -0.9], [0.0, -0.1, 0.0], [0.1, 0.1, 0.0], [0.1, 0.1, -0.1], [0.0, 0.0, -0.1], [0.0, -0.1, 0.0]],
  "lumo_energy_ev": -4.917,
  "e_homo_ev": -11.14,
  "total_charge": 1,
  "e_tot_ha": -1153.03155
}